No. 1
DFT (the ωB97M-V functional and the def2-TZVPD basis) results for one molecule with the formula C5H9NSi.

Strongest force on any atom in eV Å⁻¹: 5.27
Frontier orbital gap in eV: 9.17
Highest occupied orbital energy in eV: -8.49
Molecular weight in g/mol: 111.2
ΔE to the lowest compared entry with this formula, charge and spin in kcal/mol: 67.93
E_LUMO in Eh: 0.0251
Total charge: 0

```
16
Properties=species:S:1:pos:R:3:forces:R:3
C -0.9709 1.4179 -0.9392 -0.924 1.947 -0.144
C -0.7463 1.8748 0.4171 1.195 -0.592 0.421
C -1.4748 0.2448 -1.1104 1.007 -3.460 2.999
C -0.6356 0.9397 1.4037 -0.505 0.059 -2.442
C -0.7842 -0.4716 0.9496 -1.688 0.589 -1.089
N 1.7066 -0.4814 -0.6160 -4.160 -1.894 -2.630
Si 0.7134 -1.4353 0.4138 1.770 -0.915 -0.074
H -1.0179 2.1327 -1.7740 0.381 -0.102 0.325
H -0.5458 2.9163 0.5059 0.007 0.681 0.670
H -1.5821 -0.4483 -1.9108 -0.203 -0.212 -0.462
H -0.5486 1.2789 2.4124 0.131 -0.238 0.637
H -1.4532 -1.1046 1.5924 0.261 0.641 -0.734
H 2.4948 -0.1081 -0.3063 4.078 1.851 1.530
H 1.5370 -0.3095 -1.6126 0.083 -0.091 0.936
H 1.7545 -1.6906 1.5517 -1.077 0.205 -0.491
H 0.5040 -2.8909 -0.1860 -0.356 1.534 0.547
```
Forces are in eV/Å.

***

No. 2
DFT (the ωB97M-V functional and the def2-TZVPD basis) results for one molecule with the formula C15H20ClNOS.

Strongest force on any atom in eV Å⁻¹: 0.80
Frontier orbital gap in eV: 9.57
Highest occupied orbital energy in eV: -8.93
SMILES: O=C(CCSCc1ccccc1Cl)NC1CCCC1
Molecular weight in g/mol: 297.9
ΔE to the lowest compared entry with this formula, charge and spin in kcal/mol: 0.00
E_LUMO in Eh: 0.0234
Total charge: 0

```
39
Properties=species:S:1:pos:R:3:forces:R:3
O 1.8906 1.7830 0.9206 0.477 -0.118 0.267
C 0.9189 1.8364 0.1952 -0.614 0.443 -0.259
C -0.0614 3.0098 0.2655 0.118 -0.073 0.096
C -1.4992 2.5833 0.5367 -0.453 0.003 -0.295
S -2.3510 2.0685 -1.0033 -0.142 0.104 0.218
C -3.5104 0.8093 -0.3385 0.291 0.472 -0.200
C -2.7865 -0.3695 0.2140 -0.009 -0.060 -0.014
C -2.6830 -0.5566 1.5887 -0.036 -0.065 -0.111
C -1.9907 -1.6316 2.1164 0.044 -0.052 0.064
C -1.3921 -2.5487 1.2710 -0.043 0.018 0.048
C -1.4822 -2.3853 -0.1000 -0.039 0.038 -0.106
C -2.1644 -1.2987 -0.6187 -0.001 -0.088 0.304
Cl -2.2423 -1.1074 -2.3391 0.001 -0.062 -0.174
N 0.5944 0.9080 -0.7241 -0.179 -0.172 -0.346
C 1.3879 -0.2668 -1.0376 0.176 0.044 0.126
C 2.7504 0.0990 -1.6638 0.025 -0.118 -0.097
C 3.7373 -0.9002 -1.0688 0.027 0.119 0.047
C 3.2379 -1.0411 0.3649 -0.002 -0.158 0.019
C 1.7213 -1.1290 0.2002 0.112 0.038 0.121
H -0.0108 3.5754 -0.6681 0.043 0.080 0.015
H 0.2798 3.6580 1.0750 0.033 -0.080 -0.106
H -2.0719 3.4129 0.9544 0.084 -0.090 0.095
H -1.5262 1.7368 1.2228 0.029 0.059 0.075
H -4.1256 0.5386 -1.1959 -0.079 0.024 0.083
H -4.1252 1.2966 0.4176 -0.074 -0.129 -0.025
H -3.1675 0.1464 2.2519 -0.045 0.084 0.030
H -1.9221 -1.7525 3.1865 0.010 -0.021 0.099
H -0.8542 -3.3918 1.6757 0.064 -0.083 0.026
H -1.0258 -3.0960 -0.7708 0.056 -0.055 -0.087
H -0.2378 1.0664 -1.2755 0.020 0.008 0.094
H 0.7892 -0.8464 -1.7442 0.012 0.069 0.050
H 3.0206 1.1053 -1.3445 -0.003 0.031 -0.025
H 2.7205 0.0744 -2.7524 -0.017 0.070 -0.051
H 3.6673 -1.8580 -1.5890 0.053 -0.070 -0.037
H 4.7661 -0.5487 -1.1254 0.076 -0.054 -0.062
H 3.6511 -1.9085 0.8777 0.053 -0.018 0.064
H 3.4850 -0.1410 0.9262 0.030 -0.014 0.037
H 1.1923 -0.7696 1.0804 -0.086 -0.065 0.016
H 1.4198 -2.1608 0.0183 -0.013 -0.057 0.004
```
Forces are in eV/Å.

***

No. 3
DFT (the ωB97M-V functional and the def2-TZVPD basis) results for a 2-piece molecular cluster, C11H15N overall.

Strongest force on any atom in eV Å⁻¹: 1.60
Frontier orbital gap in eV: 8.77
Highest occupied orbital energy in eV: -7.85
SMILES: Cc1c[nH]c2ccccc12.CC
Molecular weight in g/mol: 161.2
ΔE to the lowest compared entry with this formula, charge and spin in kcal/mol: 15.37
E_LUMO in Eh: 0.0341
Total charge: 0

```
27
Properties=species:S:1:pos:R:3:forces:R:3
C 2.8478 -2.0799 0.2050 -0.183 0.395 -1.466
C 1.4162 -1.7364 -0.1061 0.156 -0.077 0.383
C 0.5517 -2.4401 -0.8786 -0.613 0.451 -0.892
N -0.7344 -1.9557 -0.6918 -0.660 0.443 -0.323
C -0.7278 -0.9449 0.2226 1.045 0.212 0.877
C -1.7354 -0.2797 0.9213 -0.970 -0.767 0.508
C -1.4244 0.2953 2.1353 0.251 0.787 -0.340
C -0.0989 0.3827 2.5741 0.659 -0.449 0.299
C 0.9346 -0.1755 1.8492 -0.688 1.005 -0.331
C 0.6221 -0.7702 0.6171 0.365 -1.380 0.711
H 2.8960 -2.9073 0.9058 0.239 0.151 0.267
H 3.4018 -1.1955 0.5023 0.014 -0.031 0.577
H 3.3474 -2.3710 -0.7259 -0.034 -0.317 0.146
H 0.6681 -3.0753 -1.7473 0.418 -0.416 0.488
H -1.5815 -2.4130 -0.9783 0.128 0.009 -0.285
H -2.7881 -0.3730 0.6583 0.198 0.013 -0.186
H -2.1838 0.7823 2.7339 -0.169 -0.153 -0.096
H 0.1609 0.7866 3.5435 -0.305 0.231 0.034
H 1.9378 -0.0792 2.2417 0.131 -0.277 -0.203
C -1.0459 3.0323 -2.3329 0.168 0.315 0.373
C -0.8456 2.0707 -1.1537 -0.142 0.729 -0.666
H -0.3397 2.8201 -3.1310 -0.093 -0.146 -0.239
H -2.0660 3.0145 -2.7159 0.033 -0.105 -0.103
H -0.8405 4.0664 -2.0289 -0.072 -0.148 0.022
H -1.4671 2.3897 -0.3186 0.068 -0.204 0.129
H 0.2007 2.0990 -0.8638 0.064 -0.172 0.272
H -1.1060 1.0571 -1.4370 -0.007 -0.097 0.043
```
Forces are in eV/Å.

***

No. 4
DFT (the ωB97M-V functional and the def2-TZVPD basis) results for a 2-piece molecular cluster, C2H6N4S overall.

Strongest force on any atom in eV Å⁻¹: 3.64
Frontier orbital gap in eV: 7.19
Highest occupied orbital energy in eV: -8.39
SMILES: [H]/N=N/N=S.C=CN
Molecular weight in g/mol: 118.2
ΔE to the lowest compared entry with this formula, charge and spin in kcal/mol: 122.37
E_LUMO in Eh: -0.0441
Total charge: 0

```
13
Properties=species:S:1:pos:R:3:forces:R:3
H 1.7203 1.8895 -1.0463 0.452 0.192 -0.301
N 2.5145 1.9596 -0.4054 -0.169 -0.058 -0.138
N 3.2756 0.9602 -0.6226 -0.915 0.396 0.910
N 4.0887 0.3807 -0.0210 -1.335 1.097 -1.516
S 5.1242 -0.5965 0.4714 2.024 -1.562 1.016
C -1.1443 -0.4603 -0.8690 -0.262 0.126 -0.201
C -0.1001 -0.3633 -0.0689 -2.087 -1.243 2.435
N -0.0825 -0.7909 1.2873 2.308 0.757 -1.616
H -2.0506 -0.7353 -0.4005 -0.992 -0.690 0.304
H -1.2508 -0.2459 -1.9174 0.596 0.333 -0.080
H 0.7718 0.1011 -0.2412 3.104 1.196 -1.481
H -0.9451 -0.9126 1.7074 -1.666 -0.246 1.134
H 0.6829 -0.4092 1.8606 -1.057 -0.299 -0.466
```
Forces are in eV/Å.

***

No. 5
DFT (the ωB97M-V functional and the def2-TZVPD basis) results for C6H13I as an isolated structure.

Strongest force on any atom in eV Å⁻¹: 3.78
Frontier orbital gap in eV: 9.54
Highest occupied orbital energy in eV: -8.82
Molecular weight in g/mol: 212.1
ΔE to the lowest compared entry with this formula, charge and spin in kcal/mol: 0.00
E_LUMO in Eh: 0.0262
Total charge: 0

```
20
Properties=species:S:1:pos:R:3:forces:R:3
C 0.3259 1.7732 0.4162 -0.158 0.013 -0.159
C -1.4673 0.3179 1.4357 -0.081 0.066 -0.113
C 0.8934 -1.5670 0.3516 -0.106 -0.106 0.001
C 0.8214 -0.3418 -1.8656 -0.085 -0.147 -0.122
C -0.7775 0.7784 0.1820 1.714 -3.116 -1.268
C 0.0698 -0.8268 -0.6573 -1.964 2.978 1.246
I -1.6335 -2.0259 -1.2847 0.314 0.146 0.072
H 0.7520 2.1237 -0.5205 0.084 0.071 -0.029
H 1.1170 1.3431 1.0267 0.102 -0.026 0.094
H -0.0695 2.6383 0.9490 0.011 0.134 0.062
H -0.7459 0.0901 2.2187 0.054 -0.028 0.079
H -2.0829 -0.5611 1.2539 -0.043 -0.045 0.018
H -2.1253 1.1055 1.8065 -0.023 0.063 0.091
H 0.3121 -1.8121 1.2377 0.008 -0.047 0.054
H 1.7519 -0.9614 0.6456 0.049 0.081 0.029
H 1.2699 -2.4979 -0.0763 0.058 -0.038 0.021
H 1.2009 -1.1808 -2.4517 0.058 -0.022 -0.026
H 0.1842 0.2578 -2.5144 -0.002 0.020 -0.019
H 1.6733 0.2642 -1.5564 0.063 0.036 0.065
H -1.4700 1.0826 -0.5966 -0.052 -0.032 -0.095
```
Forces are in eV/Å.

***

No. 6
DFT (the ωB97M-V functional and the def2-TZVPD basis) results for one molecule with the formula CH3FIN.

Strongest force on any atom in eV Å⁻¹: 3.03
Frontier orbital gap in eV: 8.76
Highest occupied orbital energy in eV: -9.37
SMILES: CN(F)I
Molecular weight in g/mol: 174.9
ΔE to the lowest compared entry with this formula, charge and spin in kcal/mol: 66.95
E_LUMO in Eh: -0.0222
Total charge: 0

```
7
Properties=species:S:1:pos:R:3:forces:R:3
C 0.2916 0.0494 -0.1422 0.075 -1.053 -1.629
N 1.4441 0.5464 0.5728 -0.646 1.563 1.054
F 1.3002 2.0948 0.6481 0.556 -2.854 -0.836
I 3.2046 -0.1603 -0.1238 0.429 0.637 -0.351
H 0.4574 -1.0353 -0.4317 0.181 1.188 0.655
H -0.5102 0.0451 0.5622 -0.859 0.343 0.196
H 0.0352 0.5133 -1.1268 0.263 0.176 0.910
```
Forces are in eV/Å.

***

Q: What is the formula in the sixth record?
A: CH3FIN